Computed, not measured: a structure of composition C28H45AlBr2Cl2F2N4O12 at a distorted geometry, with ωB97M-V with the def2-TZVPD basis set.

XYZ file:
```
96
Properties=species:S:1:pos:R:3:forces:R:3:mulliken_charge:R:1
Br 3.00456 -2.03608 -1.40498 1.205 3.312 1.287 0.270
Br 7.70915 4.08511 -2.55541 -1.205 0.468 0.656 -0.173
Cl -7.35414 -0.41248 0.38554 -0.086 -0.139 -0.022 -0.080
Cl -10.12743 -2.28834 -0.29598 -0.125 0.025 0.075 -0.217
Al 0.73729 7.10448 -0.83016 0.450 -0.940 0.043 0.659
F -3.74661 -3.89033 0.35921 0.089 0.494 0.023 -0.566
F -5.98024 -0.51491 -3.19305 1.043 0.053 0.628 -0.380
O 6.45503 -6.29044 1.05505 -0.075 -0.311 -0.402 -0.339
O -2.35618 -0.56005 -3.67658 -0.373 -0.377 0.856 -0.545
O -8.30337 2.02847 2.61792 0.620 0.135 -0.309 -0.326
O 2.30072 -4.71807 1.90179 0.327 0.240 -0.416 -0.479
O -4.43723 2.49685 -5.69742 0.287 0.046 -0.037 -0.638
O -7.19050 2.49765 0.80289 0.044 -0.043 0.915 -0.320
O 5.40742 0.45694 -0.20418 -2.178 -0.603 -0.159 -0.618
O -6.02945 1.87705 2.66672 -0.441 0.164 -0.248 -0.566
O 3.71280 1.84801 -0.48218 -1.545 -0.787 0.172 -0.079
O -3.99490 -0.69272 -2.29119 -1.245 -1.059 0.325 -0.256
O 3.23852 -0.25708 -0.36209 -2.728 -2.885 -0.907 -0.630
O -3.42113 1.21184 -3.11315 -0.316 -0.393 0.328 -0.622
N -3.25489 -0.01090 -3.03088 0.977 1.776 -1.807 1.050
N 4.07182 -5.47902 -0.58284 -0.062 0.635 -0.082 -0.318
N 3.41801 5.72503 -0.53457 -1.649 -1.100 0.207 0.616
N -2.18373 0.48680 1.00431 1.948 1.957 -0.887 0.430
C -1.00214 2.75099 1.83609 -0.764 -3.802 -2.284 -0.731
C 2.49226 5.17245 -1.55401 -3.469 -1.852 0.772 -0.694
C -5.95020 2.62752 0.10951 0.387 0.064 -0.333 -0.283
C -2.05471 1.57614 1.97952 2.790 1.665 -1.567 -0.041
C -7.06904 2.11025 2.08865 -0.234 0.068 -0.320 0.793
C 6.51305 -5.69024 -0.23971 -0.055 0.655 0.165 -0.872
C 6.01703 4.52679 -1.54367 -0.795 -0.007 1.070 -0.418
C 5.95471 6.07346 -1.07884 0.764 -0.077 -0.220 -0.437
C -8.61769 -2.22007 -1.24140 0.330 0.081 -0.221 -0.458
C -0.23308 1.49994 -0.47739 -3.225 -0.926 2.958 -0.528
C -2.25318 -1.97613 1.48456 3.901 -3.915 1.695 -0.192
C 6.15789 -7.67829 1.01736 0.041 0.162 0.275 -0.710
C 5.32925 -4.73926 -0.45179 0.153 -0.535 0.234 -0.054
C 2.11626 4.32436 1.37491 2.124 3.020 -3.717 -0.440
C -1.40259 -2.93719 1.82488 -3.253 6.014 -1.758 -0.431
C -8.32844 1.62618 3.98564 -0.079 -0.168 0.414 -0.631
C 3.42390 -5.26486 2.57840 -0.280 -0.171 0.182 -0.588
C 3.22412 5.32639 0.88142 -3.419 -3.076 1.751 -0.414
C -1.32055 0.41327 -0.20585 2.209 3.773 0.741 -0.724
C 4.19244 0.60026 -0.33666 6.118 1.114 -0.407 0.739
C 4.46240 6.69150 -1.01509 0.070 0.718 0.082 -0.927
C -7.39866 -2.03050 -0.36102 0.154 -0.458 -0.185 -0.381
C -3.16300 -0.66391 1.16557 0.409 -2.309 0.960 0.050
C -0.04454 2.69707 0.57650 0.151 -0.301 -0.648 0.453
C 1.10729 3.72864 0.25350 -1.038 -0.487 -0.879 0.220
C 1.30944 4.17523 -1.24873 3.590 1.898 2.547 -0.471
C 2.88033 -4.63648 -0.51444 0.030 -1.709 1.129 -0.635
C 2.62238 -3.87512 0.80102 -0.491 0.124 0.074 -0.435
H 6.43516 6.13477 -0.03407 -0.799 -0.051 -1.573 0.272
H 4.01174 -6.16778 0.16252 -0.071 0.042 -0.236 0.125
H -5.42852 1.66805 0.06936 -0.051 0.137 0.064 0.005
H 3.68365 -6.23419 2.14921 0.249 0.000 0.043 0.173
H 7.43374 -5.09831 -0.26731 -0.071 -0.015 -0.035 0.400
H 2.62397 5.49519 -2.64741 0.119 -0.566 1.956 0.434
H 6.07615 3.87928 -0.57684 -0.335 0.915 -2.096 0.306
H 3.43175 -3.18492 1.05864 0.099 -0.187 0.077 0.406
H -6.48999 -2.12733 -0.95970 -0.168 0.075 -0.024 0.152
H -8.71267 -1.41629 -1.97464 0.044 -0.066 0.202 0.286
H 2.00106 4.01625 2.48673 0.428 0.787 -2.254 0.343
H -7.35948 -2.77366 0.43843 -0.072 0.172 -0.091 0.355
H -5.32354 3.39024 0.57976 -0.036 -0.156 0.079 0.302
H -6.16908 2.94284 -0.91180 -0.227 -0.126 0.207 0.198
H 2.02286 -5.29541 -0.69071 -0.024 0.241 -0.089 0.347
H -4.22258 2.11999 -4.83213 -0.081 -0.062 -0.062 0.387
H 2.79270 1.52190 -0.54631 -0.526 1.718 -0.148 0.198
H -9.37110 1.59452 4.30608 0.081 0.079 -0.319 0.231
H -1.43122 -0.45255 -0.96781 -0.116 1.447 1.811 0.581
H 5.11440 4.22725 -2.20961 1.763 0.418 1.203 0.180
H 5.49718 -4.14729 -1.35609 -0.024 -0.031 0.006 0.380
H -2.73669 1.57932 2.90848 0.997 -0.293 -1.940 0.346
H 4.42173 7.61950 -0.31131 0.359 -1.614 -1.140 0.342
H 6.57870 -6.43330 -1.04125 -0.162 -0.065 0.132 0.416
H 0.66183 3.80264 -2.13229 1.193 0.761 1.740 0.355
H 6.81895 -8.20734 0.32480 -0.085 -0.008 -0.027 0.340
H 1.73826 -3.24968 0.64182 0.024 -0.142 0.098 0.322
H 0.43642 1.41617 -1.42079 -1.403 0.103 1.901 0.305
H 2.90575 -3.91547 -1.36389 -0.087 -0.745 -0.453 0.352
H -0.92630 3.61111 2.61410 -0.298 -1.927 -1.549 0.357
H -7.79721 2.34920 4.61017 0.071 -0.163 -0.105 0.295
H 4.09884 7.09015 -2.04980 0.763 -0.928 1.743 0.307
H 6.31204 -8.08366 2.01981 0.009 0.131 -0.080 0.236
H -8.54011 -3.16591 -1.78208 0.067 0.090 0.148 0.376
H 3.13966 -5.43909 3.61876 -0.071 0.074 -0.110 0.318
H -7.90126 0.62687 4.10143 0.079 0.189 -0.019 0.276
H 4.28700 -4.59467 2.56579 -0.009 -0.039 -0.118 0.285
H 6.65378 6.68293 -1.78339 -1.526 -0.818 1.205 0.406
H -3.66942 2.28233 -6.24195 -0.198 0.001 0.114 0.304
H -0.40024 -3.45263 2.10059 -2.597 0.812 -0.643 0.232
H 5.11322 -7.84683 0.74051 0.016 -0.183 -0.132 0.305
H 3.91798 5.75843 1.70292 -1.115 -0.718 -1.952 0.278
H -3.78060 -0.85906 0.21640 1.122 0.458 1.346 -0.026
H 5.29964 -4.05720 0.40518 0.191 0.133 -0.061 0.168
H -3.88864 -0.48255 2.05199 1.400 -0.113 -1.562 0.411
```
Forces are in eV/Å.

Output
- HOMO-LUMO gap (Eh) = 0.067
- E (Eh) = -8725.25293
- M (g mol⁻¹) = 925.4